2 unconnected molecules or ions with the total composition C5H17N2O in a non-equilibrium geometry, computed with ωB97M-V/def2-TZVPD.

```
25
Properties=species:S:1:pos:R:3:forces:R:3
C -0.728249 -0.846433 -1.875937 2.13 0.14 -0.74
C -0.087859 -0.187551 -0.642094 1.09 1.04 -1.69
C 1.382495 -0.600825 -0.541310 1.15 1.79 -2.00
C 2.220375 0.560326 0.089293 -0.56 -1.13 -0.99
C 1.567391 1.148067 1.271042 2.95 3.57 3.89
N 0.301263 1.942467 1.179819 0.17 0.69 -0.90
N -0.697556 -0.685703 0.539051 -3.48 -0.66 3.00
H -1.089641 -1.860604 -1.731434 0.53 -0.27 0.25
H -1.575475 -0.334517 -2.209868 -1.37 1.12 -0.50
H 0.060463 -0.800965 -2.701987 -1.25 -0.29 0.84
H -0.120999 1.007768 -0.667473 -0.36 -3.15 -0.28
H 1.577234 -1.662096 -0.308160 -0.25 0.71 0.66
H 1.674436 -0.524171 -1.582714 0.47 -0.34 -0.44
H 3.221209 0.253148 0.313963 0.49 -0.67 0.80
H 2.487664 1.312980 -0.650459 -0.78 0.25 -0.43
H 2.406378 1.965503 1.751585 -1.84 -2.10 -1.23
H 1.564499 0.388432 2.100870 -0.78 0.63 -0.78
H 0.246196 2.535972 0.307581 0.44 -1.02 1.17
H 0.296483 2.657862 1.912905 0.03 -0.65 -0.04
H -0.200727 -1.560781 0.879909 -0.21 0.43 0.14
H -0.650878 0.090256 1.375719 -0.62 -1.71 -1.74
H -1.730645 -1.116489 0.325334 1.93 1.63 1.05
H -4.146311 -1.660295 0.920229 -1.82 -1.54 2.48
H -4.295864 -0.778244 -0.314367 -0.28 0.06 -0.02
O -3.681872 -1.244109 0.258498 2.21 1.47 -2.51
```
Positions in Å, forces in eV/Å.

Computed properties:
- Multiplicity: 2
- Energy above the lowest of the compared OMol25 structures with the same formula, charge and spin: 71.2 kcal/mol
- Expectation value of S²: 0.75
- Calculated total energy: -385.2508 Ha
- Net charge: 0
- Lowest unoccupied orbital energy (spin up / spin down): 0.8452 / 0.6046 eV

Listed below, in e, are the natural (NBO) charges computed for each atom:
1 C -0.641
2 C -0.110
3 C -0.460
4 C -0.434
5 C -0.266
6 N -0.877
7 N -1.059
8 H 0.228
9 H 0.215
10 H 0.207
11 H 0.226
12 H 0.234
13 H 0.205
14 H 0.233
15 H 0.203
16 H 0.163
17 H 0.206
18 H 0.360
19 H 0.382
20 H 0.269
21 H 0.395
22 H 0.418
23 H 0.458
24 H 0.470
25 O -1.025

=====

2 unconnected molecules or ions with the total composition C5H17N2O in a non-equilibrium geometry, computed with ωB97M-V/def2-TZVPD.

```
25
Properties=species:S:1:pos:R:3:forces:R:3
C -1.363084 0.589283 -0.751953 -0.22 0.04 -1.24
N -2.142406 1.263561 0.251605 0.36 -0.55 0.74
C -2.058272 0.545041 1.515966 -1.77 -0.79 0.88
C 0.079694 0.188845 -0.340561 1.06 0.95 1.20
N 0.504996 -1.039598 -1.133604 1.97 3.16 -0.19
C 2.665862 0.971292 0.072568 -3.38 -1.90 -1.19
C 1.278768 1.149964 -0.738141 -0.11 2.32 2.14
H -1.892872 -0.309401 -1.053301 0.02 -0.97 0.05
H -1.422246 1.173756 -1.688319 0.66 0.11 0.35
H -3.135415 1.331651 -0.013339 0.88 0.05 -0.11
H -2.534270 -0.533991 1.605673 1.29 1.59 -0.70
H -2.689139 1.103233 2.177652 -0.32 0.33 0.66
H -1.070762 0.614233 1.966969 -0.11 -0.24 -0.08
H 0.144961 -0.073892 0.803275 -0.14 0.36 -2.52
H -0.232707 -1.658867 -1.255255 -1.48 -2.02 0.34
H 1.316977 -1.396716 -0.465866 -1.66 0.05 -2.50
H 0.617307 -0.550616 -2.116620 0.88 -1.93 2.23
H 3.145070 -0.000865 -0.034439 -0.34 -0.45 0.07
H 2.326120 1.107376 1.079727 0.96 0.67 0.73
H 3.313053 1.592130 -0.451507 1.32 1.82 0.14
H 1.021758 2.300964 -0.550998 0.15 -2.61 -0.46
H 1.500783 1.048565 -1.786384 -0.19 0.11 -0.66
H 0.536326 -2.611063 1.799524 0.18 -0.69 0.66
H 1.116011 -3.592191 0.614487 -0.60 0.96 1.19
O 0.722889 -2.722325 0.874428 0.58 -0.38 -1.73
```
Positions in Å, forces in eV/Å.

Computed properties:
- Energy above the lowest of the compared OMol25 structures with the same formula, charge and spin: 65.6 kcal/mol
- Calculated total energy: -385.1362 Ha
- Net charge: +1
- Lowest unoccupied orbital energy: -3.1449 eV

Listed below, in e, are the natural (NBO) charges computed for each atom:
1 C -0.247
2 N -0.600
3 C -0.442
4 C -0.063
5 N -0.733
6 C -0.605
7 C -0.425
8 H 0.161
9 H 0.222
10 H 0.384
11 H 0.173
12 H 0.229
13 H 0.187
14 H 0.240
15 H 0.428
16 H 0.513
17 H 0.449
18 H 0.195
19 H 0.223
20 H 0.239
21 H 0.256
22 H 0.189
23 H 0.510
24 H 0.514
25 O -0.997

=====

3 unconnected molecules or ions with the total composition C5H17N2O in a non-equilibrium geometry, computed with ωB97M-V/def2-TZVPD.

```
25
Properties=species:S:1:pos:R:3:forces:R:3
C -0.040634 0.655500 -2.448580 0.91 -0.76 -1.30
N -0.592485 -0.578196 -2.086342 -1.53 0.73 2.36
C -4.647640 1.250066 4.246014 -2.07 3.41 2.89
C 1.095449 0.826939 -1.480700 4.05 1.41 1.76
N 2.183973 -0.099421 -1.876658 -1.40 -0.65 2.22
C 2.377650 -1.368988 -1.142087 -3.15 3.64 0.69
C 2.918847 -1.099865 0.233176 -1.48 0.30 0.58
H -0.655778 1.589052 -2.550282 0.39 -0.71 0.06
H 0.464724 0.396031 -3.418122 -0.57 0.66 -0.48
H -4.743093 0.345600 4.794364 -0.20 -0.99 -0.20
H -5.537357 1.975330 4.567798 1.59 -1.70 -0.48
H -4.681345 1.305405 3.215169 0.17 -0.72 -2.10
H -3.798869 1.793137 4.636857 0.51 0.00 -0.11
H 0.804626 0.748494 -0.373622 0.15 -0.52 -1.34
H 1.699909 1.759497 -1.495599 -1.37 0.22 -0.61
H 3.037366 0.297223 -2.222697 0.26 0.42 -0.42
H -1.491917 -0.878961 -2.433294 -0.01 -0.10 -1.00
H 2.790322 -2.010789 -1.733510 3.53 -3.64 -3.43
H 1.388499 -1.792858 -1.018743 -0.90 -0.03 0.35
H 2.041864 -0.630831 0.696226 0.46 0.07 0.83
H 3.110889 -2.026051 0.771260 0.06 -0.05 -0.14
H 3.732634 -0.414319 0.248879 0.80 0.27 -0.06
H -0.626958 -0.519711 -1.023675 0.07 -1.39 0.42
H -0.650009 -0.974383 1.348136 1.00 0.99 -1.64
O -0.180666 -0.547901 0.546030 -1.27 -0.86 1.13
```
Positions in Å, forces in eV/Å.

Computed properties:
- Energy above the lowest of the compared OMol25 structures with the same formula, charge and spin: 219.8 kcal/mol
- Calculated total energy: -384.8905 Ha
- Net charge: +1
- Lowest unoccupied orbital energy: -9.2856 eV

Listed below, in e, are the natural (NBO) charges computed for each atom:
1 C -0.272
2 N -0.559
3 C -0.851
4 C -0.295
5 N -0.279
6 C -0.227
7 C -0.606
8 H 0.302
9 H 0.258
10 H 0.220
11 H 0.213
12 H 0.208
13 H 0.211
14 H 0.301
15 H 0.246
16 H 0.408
17 H 0.411
18 H 0.211
19 H 0.255
20 H 0.246
21 H 0.264
22 H 0.226
23 H 0.412
24 H 0.485
25 O -0.787

=====

A molecular structure, C5H17N2O3 in a non-equilibrium geometry, computed with ωB97M-V/def2-TZVPD.

```
27
Properties=species:S:1:pos:R:3:forces:R:3
C 0.735022 -1.786080 0.504723 1.10 -0.46 2.62
O 1.805404 -0.931218 0.529879 1.15 -0.08 -0.46
C -0.558388 -0.963884 0.588790 -2.08 0.19 -1.96
C -1.657205 -1.181943 -0.574401 -0.03 0.90 -0.76
C -1.791176 0.210565 -1.323830 0.40 0.10 0.59
C -2.266154 1.387899 -0.421229 1.65 -0.62 1.32
N -1.105560 2.244812 -0.092449 -0.58 1.27 0.45
N -1.336887 -1.013730 1.816748 -0.05 0.99 0.60
H 0.832077 -2.227496 1.541464 -0.69 -0.75 -0.68
H 0.875448 -2.622823 -0.229076 -0.80 0.64 0.03
H -0.171767 0.077581 0.474447 -0.44 -0.96 0.08
H -2.652146 -1.651665 -0.278024 1.18 0.99 0.30
H -1.318227 -1.869023 -1.336085 0.58 -0.31 -0.27
H -2.334229 0.244072 -2.266207 -0.35 -0.60 -0.06
H -0.740794 0.471015 -1.589092 -0.63 -0.34 -0.06
H -3.041002 2.048990 -0.809610 -0.20 -0.42 -0.34
H -2.592092 0.974749 0.574537 -0.10 0.36 -1.03
H -0.282239 2.254900 -0.661433 -0.07 -0.55 -0.77
H -0.770173 2.177171 0.842597 -0.11 -0.21 0.62
H -1.326001 -1.904585 2.275869 0.25 -0.18 0.33
H -1.124780 -0.234244 2.440764 0.18 -0.78 0.00
H 3.259938 0.487775 0.872096 -0.95 1.08 -0.88
H 2.398157 1.550634 0.027820 0.26 -1.01 0.34
O 3.239555 1.402443 0.487462 0.90 0.17 0.86
H 1.986727 -0.430886 -0.631700 0.10 0.32 0.81
H 2.440030 0.819569 -1.874541 0.66 -0.18 0.20
O 1.831968 0.180157 -1.520057 -1.31 0.44 -1.88
```
Positions in Å, forces in eV/Å.

Computed properties:
- Energy above the lowest of the compared OMol25 structures with the same formula, charge and spin: 36.8 kcal/mol
- Calculated total energy: -535.9004 Ha
- Net charge: -1
- Lowest unoccupied orbital energy: 3.9260 eV

Listed below, in e, are the natural (NBO) charges computed for each atom:
1 C -0.058
2 O -0.915
3 C -0.106
4 C -0.396
5 C -0.434
6 C -0.230
7 N -0.880
8 N -0.875
9 H 0.123
10 H 0.138
11 H 0.229
12 H 0.186
13 H 0.191
14 H 0.185
15 H 0.243
16 H 0.172
17 H 0.196
18 H 0.371
19 H 0.353
20 H 0.352
21 H 0.357
22 H 0.509
23 H 0.487
24 O -1.008
25 H 0.491
26 H 0.447
27 O -1.126

=====

3 unconnected molecules or ions with the total composition C5H17N2O3 in a non-equilibrium geometry, computed with ωB97M-V/def2-TZVPD.

```
27
Properties=species:S:1:pos:R:3:forces:R:3
N -0.826945 2.157185 2.168607 1.93 1.05 -4.23
C 0.144185 1.016384 1.626791 0.46 0.18 0.60
C 1.434724 1.684466 1.030195 -0.23 -0.19 2.25
C -0.715946 0.107865 0.681058 1.07 3.45 0.41
N -0.038143 -0.955701 0.149235 1.00 -1.46 1.21
C 1.281145 -1.407807 0.612498 -1.21 0.59 -2.62
C 2.015382 -1.621496 -0.834803 1.72 1.58 1.71
O -1.818827 0.471522 0.368962 -0.46 -0.82 -0.20
H -1.695438 2.052218 1.484057 1.75 0.80 1.39
H -1.153266 2.057641 3.081968 -0.61 -0.55 2.20
H -0.265909 3.157340 2.127754 -2.06 -2.99 -0.17
H 0.507470 0.293870 2.389942 -0.69 1.13 0.43
H 1.261695 2.248652 0.165220 -0.42 1.16 -1.07
H 2.170930 0.971970 0.771547 0.48 -1.06 -0.52
H 2.026866 2.228763 1.823069 -1.16 -0.05 -0.66
H -0.602757 -1.609086 -0.447636 -0.47 0.15 -0.57
H 1.743883 -0.804834 1.387766 0.00 -0.03 -0.54
H 1.074180 -2.365725 0.986528 0.01 -1.82 0.60
H 1.504667 -1.096877 -1.595853 -0.67 0.89 -0.78
H 2.016553 -2.635353 -1.158360 0.36 -0.90 0.32
H 3.035556 -1.103978 -0.743835 -1.27 -1.13 -0.10
H -1.774663 -0.380013 -4.284869 0.34 -1.35 -0.16
H -2.075481 0.845762 -3.789857 -0.41 1.04 0.93
O -1.882812 -0.011961 -3.403985 0.11 0.25 -0.87
H -2.343688 -1.642493 -2.301303 0.29 -0.15 0.63
H -2.835086 -1.630334 -0.885529 -1.96 0.88 1.35
O -2.188276 -2.027985 -1.409167 2.07 -0.64 -1.53
```
Positions in Å, forces in eV/Å.

Computed properties:
- Multiplicity: 2
- Energy above the lowest of the compared OMol25 structures with the same formula, charge and spin: 42.5 kcal/mol
- Expectation value of S²: 0.77
- Calculated total energy: -535.1993 Ha
- Net charge: +2
- Lowest unoccupied orbital energy (spin up / spin down): -7.2774 / -12.3155 eV

Listed below, in e, are the natural (NBO) charges computed for each atom:
1 N -0.720
2 C -0.138
3 C -0.650
4 C 0.618
5 N -0.235
6 C -0.248
7 C -0.569
8 O -0.392
9 H 0.489
10 H 0.451
11 H 0.492
12 H 0.259
13 H 0.251
14 H 0.246
15 H 0.276
16 H 0.501
17 H 0.243
18 H 0.291
19 H 0.235
20 H 0.270
21 H 0.281
22 H 0.485
23 H 0.489
24 O -0.966
25 H 0.523
26 H 0.480
27 O -0.963

=====

3 unconnected molecules or ions with the total composition C5H17N3 in a non-equilibrium geometry, computed with ωB97M-V/def2-TZVPD.

```
25
Properties=species:S:1:pos:R:3:forces:R:3
C -0.545140 0.679098 1.816845 -0.02 -0.11 -0.68
C 1.332338 0.772466 0.177318 -0.64 -0.15 -0.27
C -0.730164 -0.110001 -2.175760 0.09 0.01 0.09
C -1.795203 1.656110 -1.012394 -0.10 0.01 0.01
N 0.181425 0.073215 0.713371 -0.75 -2.48 -1.23
N -1.397955 0.274826 -0.956478 -0.80 0.31 -0.88
H -0.310426 -1.115723 -2.067898 0.02 0.02 -0.08
H -2.509988 1.822619 -1.832832 0.04 -0.05 -0.05
H -0.704082 1.736269 1.606544 -0.02 0.17 0.15
H 0.007280 0.540368 2.747383 0.01 0.04 -0.07
H -1.511239 0.187627 1.894005 -0.01 0.00 0.07
H 1.000264 1.617879 -0.430352 0.16 0.25 -0.01
H 1.971857 1.125567 0.990281 -0.13 0.02 -0.04
H 1.903640 0.102410 -0.462006 0.04 -0.03 0.03
H 0.080787 0.573977 -2.489654 -0.10 0.00 0.06
H -1.451632 -0.147731 -3.004274 0.04 -0.01 0.00
H -0.957910 2.357557 -1.202190 -0.03 -0.13 0.05
H -2.309822 1.961229 -0.099699 0.10 -0.04 0.04
C 1.241919 -2.503818 0.725449 0.04 0.09 -0.31
N 1.056868 -1.443381 1.688656 0.65 -1.02 1.17
H 1.977731 -1.054506 1.909504 -0.13 0.10 -0.18
H -0.406167 -0.648813 0.076991 1.68 2.86 1.98
H 0.278662 -2.977351 0.509839 0.06 0.01 -0.02
H 1.906066 -3.287644 1.117783 -0.11 0.12 0.03
H 1.690892 -2.192248 -0.240430 -0.10 0.00 0.14
```
Positions in Å, forces in eV/Å.

Computed properties:
- Energy above the lowest of the compared OMol25 structures with the same formula, charge and spin: 129.1 kcal/mol
- Calculated total energy: -364.7431 Ha
- Net charge: 0
- Lowest unoccupied orbital energy (spin up / spin down): 0.9122 / 0.2826 eV

Listed below, in e, are the natural (NBO) charges computed for each atom:
1 C -0.414
2 C -0.419
3 C -0.467
4 C -0.454
5 N -0.445
6 N -0.461
7 H 0.190
8 H 0.195
9 H 0.188
10 H 0.217
11 H 0.225
12 H 0.193
13 H 0.205
14 H 0.213
15 H 0.165
16 H 0.203
17 H 0.162
18 H 0.197
19 C -0.462
20 N -0.586
21 H 0.305
22 H 0.502
23 H 0.186
24 H 0.208
25 H 0.155

=====

Question: The lowest calculated total energy belongs to which entry?
Answer: number 4